{
  "formula": "C21H45CaN7O9SSi3",
  "method": "ωB97M-V/def2-TZVPD",
  "symbols": ["Ca", "C", "O", "Si", "C", "C", "C", "Si", "C", "C", "C", "Si", "C", "C", "C", "H", "H", "H", "H", "H", "H", "H", "H", "H", "H", "H", "H", "H", "H", "H", "H", "H", "H", "H", "H", "H", "H", "H", "H", "H", "H", "H", "N", "N", "C", "N", "S", "H", "H", "H", "H", "H", "O", "C", "O", "C", "C", "C", "C", "C", "C", "N", "O", "O", "N", "O", "O", "H", "H", "H", "N", "C", "N", "O", "H", "H", "H", "H", "C", "C", "O", "H", "H", "H", "H", "H", "H"],
  "xyz": [[-0.3534, 0.1086, -0.0125], [-3.0693, -1.2717, -1.9036], [-2.3409, -1.2187, -0.6873], [-3.0334, -1.4585, 0.8416], [-4.4002, -0.2203, 0.8389], [-3.9793, -3.0721, 0.6652], [-1.6811, -1.2876, 2.0328], [-0.5930, -2.7841, 2.2380], [1.2914, -2.5690, 2.3003], [-0.8899, -4.0969, 0.8470], [-0.9741, -3.7468, 3.8173], [-1.7692, -0.0530, 3.4366], [-3.3177, -0.3459, 4.5001], [-0.2305, -0.1197, 4.5640], [-2.0129, 1.6730, 2.7419], [-2.4629, -0.7808, -2.6804], [-4.0080, -0.7114, -1.9005], [-3.1493, -2.3476, -2.2327], [-5.1513, -0.5879, 0.1710], [-4.1446, 0.7238, 0.3762], [-4.9098, -0.0764, 1.7737], [-4.4405, -3.2826, -0.3044], [-4.7251, -3.1155, 1.4615], [-3.3280, -3.9048, 0.8355], [1.6928, -2.1512, 1.3686], [1.6385, -3.6418, 2.3334], [1.7250, -2.0593, 3.1432], [-1.4189, -3.7979, -0.0555], [-1.4352, -4.8917, 1.3265], [0.0581, -4.5321, 0.5804], [-0.6947, -3.2271, 4.7224], [-0.2931, -4.5884, 3.7625], [-1.9917, -4.1670, 3.9366], [-3.2801, -1.4169, 4.7394], [-4.1680, -0.1850, 3.8286], [-3.4943, 0.1736, 5.4582], [0.2159, -1.1091, 4.6051], [-0.5173, 0.1220, 5.5854], [0.5050, 0.5878, 4.2181], [-2.7520, 1.6709, 1.9938], [-1.1179, 2.1266, 2.3346], [-2.4050, 2.3400, 3.5020], [1.2317, 0.7199, 1.6214], [2.4169, 1.4077, 1.3329], [2.4552, 2.6922, 1.6062], [3.3785, 3.3921, 0.9303], [1.4087, 3.4435, 2.7168], [0.7068, 1.2084, 2.3557], [1.4355, -0.2118, 1.9609], [2.9460, 0.9893, 0.6157], [3.9143, 2.9296, 0.2460], [3.4909, 4.3637, 1.1526], [1.2257, 0.9258, -1.3396], [2.4359, 0.8213, -1.6098], [3.3209, 0.2356, -0.9812], [2.8892, 1.5796, -2.8996], [4.0507, 1.1260, -3.5143], [4.5053, 1.7460, -4.6679], [3.8264, 2.8446, -5.1762], [2.7488, 3.3430, -4.4682], [2.2307, 2.7200, -3.3440], [2.0139, 4.4845, -5.0984], [2.4206, 4.9655, -6.1312], [1.0504, 4.9064, -4.5034], [5.8147, 1.3590, -5.1418], [6.3443, 2.0689, -5.9912], [6.3266, 0.3543, -4.7066], [4.6688, 0.3830, -2.9608], [4.2726, 3.3292, -6.0161], [1.3574, 3.1056, -2.8049], [-1.4388, 3.7279, -1.9895], [-1.6948, 3.1381, -0.8127], [-2.1549, 3.8720, 0.2244], [-1.5101, 1.9144, -0.6821], [-1.6350, 4.7178, -2.1200], [-1.2519, 3.1265, -2.7273], [-2.1912, 4.8613, 0.1691], [-2.1371, 3.4656, 1.1510], [1.0848, -3.5975, -2.5128], [1.6605, -2.3942, -1.7459], [0.6745, -2.1095, -0.7576], [1.6730, -3.8686, -3.3837], [0.0239, -3.3209, -2.7978], [0.9668, -4.5198, -1.9407], [1.8165, -1.5255, -2.3537], [2.6434, -2.6628, -1.2193], [-0.0108, -2.7651, -0.7880]],
  "total_energy_ha": -3832.0355,
  "gap_ha": 0.230,
  "de_lowest_kj_mol": 50.9,
  "e_homo_ha": -0.2730
}